# 1
# C21H26N4O4S2

One molecule with the formula C21H26N4O4S2 at a distorted geometry (wB97M-V/def2-TZVPD, the Open Molecules 2025 dataset).

Calculated values
- Molecular weight: 462.6 g mol⁻¹
- SMILES: N#CCCN(Cc1cccnc1)S(=O)(=O)c1ccc(S(=O)(=O)N2CCCCCC2)cc1
- Energy relative to the best compared isomer or geometry (same formula, charge and spin): 226.9 kJ/mol
- HOMO-LUMO gap: 9.433 eV
- 2S+1: 1
- LUMO energy: 0.12 eV

```
57
C21H26N4O4S2 (wB97M-V/def2-TZVPD)
N -0.5571 -0.8712 -0.2362
C 0.5128 -1.2001 -0.4706
C 1.8528 -1.6274 -0.7654
H 1.8257 -2.2740 -1.6465
H 2.2236 -2.2101 0.0820
C 2.7934 -0.4384 -1.0385
N 2.9077 0.4374 0.0977
S 2.6456 2.0707 -0.1993
O 3.0180 2.3834 -1.5488
O 3.2349 2.8022 0.8795
C 0.8636 2.1379 -0.0651
C 0.0941 2.2855 -1.2028
C -1.2869 2.2769 -1.0857
C -1.8571 2.1224 0.1638
C -1.0838 1.9950 1.3031
C 0.2959 2.0053 1.1883
H 0.9393 1.9204 2.0492
H -1.5729 1.9071 2.2601
S -3.6476 1.9641 0.2880
O -4.2381 2.6938 -0.7947
O -4.0372 2.2775 1.6304
N -3.9278 0.3622 0.0317
C -3.7086 -0.1054 -1.3152
H -2.6320 -0.1804 -1.5312
C -4.3681 -1.4622 -1.5805
H -3.6905 -2.2631 -1.2789
C -5.7058 -1.6430 -0.8599
C -5.5443 -2.2083 0.5520
C -5.0032 -1.2012 1.5634
H -4.8482 -1.7043 2.5201
C -3.6913 -0.5423 1.1327
H -2.9350 -1.2831 0.8593
H -3.3136 0.0547 1.9639
H -5.7325 -0.4039 1.7137
H -4.8800 -3.0757 0.5120
H -6.5168 -2.5579 0.9061
H -6.3213 -2.3379 -1.4357
H -6.2272 -0.6866 -0.8159
H -4.5138 -1.5493 -2.6588
H -4.1456 0.6602 -1.9592
H -1.9300 2.4066 -1.9415
H 0.5862 2.4119 -2.1544
C 3.8217 0.0711 1.1567
C 5.2389 -0.1478 0.6969
C 5.8224 0.6872 -0.2551
N 7.0610 0.5416 -0.6858
C 7.7934 -0.4381 -0.1846
C 7.3200 -1.3276 0.7678
C 6.0155 -1.1792 1.2100
H 5.6056 -1.8531 1.9505
H 7.9500 -2.1151 1.1511
H 8.8025 -0.5098 -0.5676
H 5.2592 1.5047 -0.6871
H 3.4451 -0.8220 1.6697
H 3.8017 0.9082 1.8595
H 3.7755 -0.8327 -1.3298
H 2.4103 0.1631 -1.8645
```

Atomic partial charges in e from the natural (NBO) method, atoms 1 to 2:
1. N -0.3564
2. C 0.3178



# 2
# C21H26N5O3S2Sr

C21H26N5O3S2Sr as an isolated structure (wB97M-V/def2-TZVPD, the Open Molecules 2025 dataset).

Calculated values
- Molecular weight: 548.2 g mol⁻¹
- ⟨S²⟩: 0.76
- Energy relative to the best compared isomer or geometry (same formula, charge and spin): 3.0 kJ/mol
- HOMO-LUMO gap (alpha / beta): 2.909 / 6.691 eV
- Charge: -2
- 2S+1: 2
- LUMO energy (alpha / beta): 4.56 / 4.56 eV

```
58
C21H26N5O3S2Sr (wB97M-V/def2-TZVPD)
Sr -1.6077 0.7523 -0.1864
N -0.7530 -1.5606 -1.2951
C 0.5236 -1.5535 -1.9917
C 1.5661 -0.7826 -1.1832
N 1.1379 0.5593 -0.7971
C 1.5765 1.6360 -1.6599
C 0.7832 1.6820 -2.9659
N -0.6512 1.6906 -2.7062
H -0.6747 -2.0029 -0.3698
H -1.4793 -2.0117 -1.8404
H 0.3718 -1.0958 -2.9729
H 0.9306 -2.5609 -2.1689
H 2.5078 -0.7486 -1.7547
H 1.7683 -1.3376 -0.2650
H 1.3786 0.7261 0.1756
H 2.6496 1.5659 -1.9095
H 1.4256 2.5784 -1.1271
H 1.0223 0.7998 -3.5628
H 1.1232 2.5537 -3.5432
H -1.1905 1.3323 -3.4835
H -1.0182 2.6158 -2.4834
S -2.6168 3.9044 -1.1464
C -1.2371 4.2215 -0.1510
C -0.6787 5.5120 -0.0041
C 0.3960 5.7054 0.8315
C 0.9313 4.6259 1.5375
C 0.3495 3.3888 1.3389
N -0.6808 3.1866 0.5131
H -1.1199 6.3314 -0.5555
H 0.8225 6.6973 0.9438
H 1.7685 4.7415 2.2121
H 0.6909 2.4909 1.8470
O -3.6217 -0.6217 0.0842
N -3.6595 -1.9222 -0.0977
C -3.3258 -2.7063 0.9533
C -3.3782 -4.0724 0.8842
C -3.7749 -4.6580 -0.3201
C -4.0641 -3.8533 -1.3923
C -3.9863 -2.4420 -1.3324
S -4.2223 -1.4340 -2.6855
H -2.9584 -2.1525 1.8031
H -3.0754 -4.6529 1.7432
H -3.8294 -5.7359 -0.4198
H -4.3431 -4.2693 -2.3500
O -0.5834 -1.8120 1.5569
C 0.1777 -0.8409 1.8996
O -0.2493 0.3867 1.8571
C 1.5533 -1.0779 2.2680
C 2.4530 -0.0110 2.6106
C 3.7835 -0.2433 2.8641
C 4.3331 -1.5441 2.8111
C 3.4548 -2.6094 2.4940
C 2.1237 -2.3959 2.2381
H 2.0592 0.9959 2.6824
H 4.4233 0.5988 3.1182
H 5.3844 -1.7193 3.0071
H 3.8405 -3.6257 2.4520
H 1.4696 -3.2251 1.9947
```

Atomic partial charges in e from the natural (NBO) method, atoms 1 to 2:
1. Sr 1.8126
2. N -0.9349



# 3
# C21H27BCdCl2N8O4

C21H27BCdCl2N8O4 as an isolated structure (wB97M-V/def2-TZVPD, the Open Molecules 2025 dataset).

Calculated values
- Molecular weight: 649.6 g mol⁻¹
- Energy relative to the best compared isomer or geometry (same formula, charge and spin): 0.0 kJ/mol
- HOMO-LUMO gap (alpha / beta): 6.435 / 6.152 eV
- Charge: -2
- 2S+1: 1
- LUMO energy (alpha / beta): 3.99 / 3.99 eV

```
64
C21H27BCdCl2N8O4 (wB97M-V/def2-TZVPD)
Cd -0.0795 0.6109 0.4063
C -3.0182 -2.5564 1.3950
C -1.8890 -1.8142 1.7564
N -1.0990 -1.6058 0.7065
N -1.7088 -2.1944 -0.3513
C -2.8576 -2.7710 0.0419
B -1.1754 -2.2295 -1.7928
N 0.2256 -2.8450 -1.9318
C 0.5063 -4.0413 -2.4989
C 1.8763 -4.1911 -2.5136
C 2.3528 -3.0055 -1.9238
N 1.3540 -2.2047 -1.5804
N -1.2063 -0.8200 -2.4354
C -1.6439 -0.5556 -3.6792
C -1.3584 0.7631 -3.9733
C -0.7250 1.2391 -2.8184
N -0.6398 0.2803 -1.9044
H -3.8312 -2.8773 2.0242
H -1.6108 -1.4077 2.7159
H -3.4656 -3.3022 -0.6728
H -1.9309 -2.9304 -2.4259
H -0.2877 -4.6778 -2.8534
H 2.4458 -5.0220 -2.8956
H 3.3744 -2.6990 -1.7467
H -2.1105 -1.3350 -4.2597
H -1.5740 1.3044 -4.8785
H -0.3445 2.2236 -2.5899
C 2.5637 -1.7921 1.4538
C 2.9794 -0.6288 0.6286
N 2.2437 0.3923 0.2562
C 3.0470 1.2319 -0.4829
C 4.3052 0.7024 -0.5532
N 4.2316 -0.4704 0.1481
C 5.6298 1.1020 -1.1589
O 5.6755 2.2485 -1.6926
O 6.5460 0.2889 -0.9991
C 2.5098 2.4809 -1.0727
O 3.3235 3.1658 -1.8246
O 1.3475 2.7984 -0.8823
H 1.5242 -2.0473 1.2431
H 2.6608 -1.5649 2.5151
H 3.1853 -2.6548 1.2167
H 5.0369 -1.0646 0.2700
H 4.2605 2.6939 -1.9506
C -2.6014 3.3687 -0.0753
C -2.7431 2.4114 1.1248
C -3.6216 1.2326 0.6908
C -3.4244 3.1601 2.2748
C -1.3701 1.9361 1.5163
H -3.5695 3.8082 -0.3474
H -2.2107 2.8315 -0.9405
H -1.9029 4.1756 0.1568
H -4.6073 1.5736 0.3537
H -3.7602 0.5295 1.5162
H -3.1453 0.6856 -0.1304
H -4.4331 3.4878 1.9959
H -2.8426 4.0421 2.5545
H -3.5032 2.5185 3.1567
H -0.9050 2.5587 2.2807
Cl 1.3615 0.1814 8.1429
C 0.6840 0.8797 5.0413
Cl 0.6388 -0.2642 3.7675
H 1.5857 1.4603 5.0969
H -0.2792 1.2050 5.3886
```

Atomic partial charges in e from the natural (NBO) method, atoms 1 to 2:
1. Cd 1.5771
2. C -0.3733



# 4
# C21H27BMnN9O5S

C21H27BMnN9O5S as an isolated structure at a distorted geometry (wB97M-V/def2-TZVPD, the Open Molecules 2025 dataset).

Calculated values
- Molecular weight: 583.3 g mol⁻¹
- ⟨S²⟩: 8.75
- Energy relative to the best compared isomer or geometry (same formula, charge and spin): 0.0 kJ/mol
- HOMO-LUMO gap (alpha / beta): 8.081 / 8.095 eV
- Charge: -1
- 2S+1: 6
- LUMO energy (alpha / beta): 2.71 / 2.71 eV

```
65
C21H27BMnN9O5S (wB97M-V/def2-TZVPD)
Mn 0.7202 -0.0857 -0.4464
N -5.6377 0.9785 3.6014
C -4.3462 1.4135 3.4269
C -4.1106 2.6685 2.8827
C -2.8460 3.0691 2.5185
C -1.7985 2.1905 2.6895
C -2.0114 0.9445 3.2729
C -3.2778 0.5410 3.6535
S -0.2201 2.5946 1.9495
O 0.8040 1.9716 2.7158
O -0.1090 4.0373 1.8238
N -0.2554 1.8097 0.5123
C -1.1041 1.9991 -0.4960
N -2.0029 3.0194 -0.6037
C -2.6110 3.0892 -1.7724
C -2.4682 2.2017 -2.8327
C -1.6116 1.1335 -2.5981
N -0.9259 1.0631 -1.4739
H -6.3729 1.2593 3.0057
H -5.7764 -0.0037 3.8078
H -4.9012 3.4200 2.7251
H -2.6771 4.0339 2.0879
H -1.1683 0.2574 3.3745
H -3.4628 -0.4628 3.9860
H -3.3103 3.9030 -1.7688
H -3.1028 2.2714 -3.7383
H -1.4708 0.3284 -3.3210
B 2.0207 -2.6851 1.2364
N 2.6739 -1.3054 1.6344
C 3.5595 -1.0014 2.5810
C 3.9943 0.3069 2.4184
C 3.2885 0.7450 1.2874
N 2.4937 -0.2284 0.8591
N 0.4444 -2.5179 1.3949
C -0.3836 -3.2192 2.1660
C -1.6747 -2.6732 2.0269
C -1.5133 -1.6035 1.1498
N -0.2408 -1.4995 0.7881
H 2.4374 -3.4669 1.9950
H 2.2277 -2.8312 0.0488
H 3.8327 -1.7306 3.3307
H 4.6216 0.8944 3.0439
H 3.2725 1.7193 0.8219
H -0.0195 -4.1288 2.6375
H -2.5744 -3.0123 2.5314
H -2.1960 -0.9035 0.7251
C 0.5726 -3.4337 -2.6999
C 0.0383 -1.9934 -2.9210
O 0.7131 -1.0967 -2.2995
O -0.9281 -1.8130 -3.6330
H 1.5255 -3.4206 -2.2533
H 0.6438 -3.9195 -3.6880
H -0.1748 -3.9646 -2.1010
C 2.9997 -0.6691 -4.7200
N 3.0912 0.1230 -3.5143
C 4.0294 -0.2586 -2.5114
C 2.1175 1.0330 -3.2184
O 2.0370 1.6897 -2.1893
H 3.8836 -0.6968 -5.3365
H 2.1345 -0.3502 -5.3302
H 2.8792 -1.7113 -4.4243
H 4.9880 -0.4803 -2.9690
H 3.7004 -1.1675 -2.0650
H 4.1559 0.4912 -1.7492
H 1.3838 1.1340 -4.0360
```

Atomic partial charges in e from the natural (NBO) method, atoms 1 to 2:
1. Mn 1.5282
2. N -0.8063